Molecular formula: C23H39N5O3
Method: DFT, ωB97M-V/def2-TZVPD

Energy relative to the best compared isomer or geometry (same formula, charge and spin): 0.000 eV
Net charge: 0
Strongest force on any atom: 9.1 eV Å⁻¹
HOMO-LUMO gap: 8.168 eV
E_HOMO: -8.16 eV

Structure (XYZ):
```
70
Properties=species:S:1:pos:R:3:forces:R:3
O 2.9582 0.8015 -2.8001 0.99 -3.13 1.40
O 2.5202 0.1705 4.2029 2.11 1.10 -1.55
O 0.1522 -1.1325 0.6499 0.55 -0.14 0.37
N -0.6888 -1.8245 3.4079 0.92 -1.08 -0.32
N 0.2372 5.3105 -1.7841 -0.29 -1.34 -1.94
N -5.1108 -1.3555 -3.7001 -1.12 -0.36 -2.34
N 0.0622 -2.2025 -1.8561 -0.06 -2.42 1.05
N 2.6942 -0.8905 0.6719 3.10 -1.97 -0.87
C -0.5538 3.6115 -0.4451 0.94 8.10 -2.46
C 3.1482 -0.1295 1.8239 4.26 1.59 1.61
C -1.3818 -0.8915 4.1149 0.05 -1.95 -0.93
C 1.5202 0.1365 5.1089 4.32 -0.41 5.74
C 0.3582 -3.4455 -3.6161 0.65 -1.56 -0.74
C -0.4248 4.9665 0.2839 -1.39 -5.33 1.31
C -3.8828 -1.7425 -3.0801 -2.76 1.72 -0.68
C 3.2132 -0.4185 -0.7151 -2.73 -1.64 -0.30
C 2.4212 0.6805 -1.4481 -0.43 0.97 -0.90
C 2.1932 -0.3235 2.9529 -3.20 0.97 -0.41
C -0.3758 -2.9195 4.1799 -2.29 3.29 0.42
C -0.4428 0.1355 0.6659 4.72 -1.86 4.47
C -5.6298 -0.1825 -3.1701 2.70 -0.91 2.34
C 0.3712 -3.5415 -2.2391 -1.67 7.45 -5.03
C 0.1192 -1.9955 -3.9861 -0.07 -4.26 -1.33
C -4.8138 0.2125 -2.0861 0.70 -0.02 -1.64
C -0.2048 -1.3645 -2.8611 0.61 -0.48 1.03
C 0.1202 5.8475 -0.5451 0.17 0.75 0.37
C -3.6408 -0.7945 -2.1091 -1.38 1.55 1.85
C 2.1812 1.5815 -3.5691 2.82 4.80 -0.73
C -0.9858 -2.7065 5.3649 0.07 1.11 3.57
C -0.3398 3.9985 -1.7611 2.47 -3.45 -1.23
C -1.6608 -1.3935 5.3279 0.16 -1.11 1.12
H 2.1412 -1.3625 3.1729 -0.74 -1.48 -0.79
H -0.9018 2.7465 -0.1121 -1.49 -3.44 1.42
H 1.6572 -0.8885 0.5789 -2.77 -0.51 0.35
H 0.5222 -4.0125 -1.4101 1.02 -4.29 3.98
H -0.1478 -2.0545 -0.8941 -0.09 1.01 1.14
H 2.0942 2.5515 -3.0441 -0.34 0.11 -0.30
H 1.1492 0.1025 2.6179 1.82 -1.09 0.69
H -6.5678 0.2065 -3.4361 -0.87 0.37 -0.65
H -0.5248 -1.8415 2.4129 0.25 0.69 -0.62
H -1.3078 0.1305 1.1879 -3.04 0.05 2.21
H -3.5518 -2.6665 -3.5091 1.04 -0.11 0.58
H 2.9592 -1.9635 0.9519 -0.89 3.21 -1.64
H 0.1522 -3.6865 3.7999 1.77 -2.41 -1.05
H -2.9238 -0.7765 -1.2341 -0.62 -0.34 -1.62
H 0.4612 6.8155 -0.2581 0.05 0.62 -0.42
H -0.6968 0.3805 -0.2271 -1.29 2.34 -6.15
H 0.0282 -1.7145 -4.9961 -0.17 0.56 -0.84
H 3.6212 0.8815 1.6349 -2.09 -0.28 -0.46
H -0.7078 -0.4765 -2.6211 -0.19 1.35 -0.15
H 1.3782 0.2965 -1.5471 0.44 0.92 0.40
H 0.4582 -4.4475 -4.2231 0.05 2.67 0.64
H 4.1622 -0.1185 -0.6601 3.94 1.14 0.82
H 2.0672 0.5345 6.0859 -1.12 -0.52 -1.66
H -0.1818 3.0455 -2.6311 -0.51 3.78 2.24
H 0.2482 0.8875 1.1749 -0.77 -0.18 -0.82
H 2.5722 1.7775 -1.1221 -0.82 -1.86 0.66
H 1.0982 -0.7385 5.5189 0.06 -2.32 -0.53
H 0.7152 5.7705 -2.5861 -0.90 -0.83 1.12
H -0.8578 4.9025 1.2939 0.89 1.15 -0.40
H 4.1852 -0.4565 2.1779 -1.22 -0.86 -0.43
H -4.9638 1.2745 -1.5491 0.64 -3.03 -1.02
H 1.2912 1.3685 -3.9541 -4.54 -2.37 -0.24
H 3.2412 -1.2935 -1.3751 -0.44 0.10 0.18
H -5.5508 -1.7725 -4.6431 1.73 1.13 3.24
H 0.7272 0.7055 5.0539 -3.93 3.67 -1.61
H -0.6738 -3.1315 6.3629 -0.87 -0.15 -1.44
H -1.7448 -0.1215 3.5439 -0.89 2.09 -0.73
H -2.3388 -0.9165 6.0499 0.75 -0.46 -0.16
H 2.5802 1.8615 -4.5731 1.24 -0.39 0.83
```
Forces are in eV/Å.